C14H21NOS as an isolated structure, computed with ωB97M-V/def2-TZVPD.

Properties
Molecular weight   251.4 g/mol
Orbital gap   9.12 eV
DFT total energy   -1073.76126 Ha
Multiplicity   1

Each line ends with the Mulliken charge.
Element x y z (Å)
C: 1.388 2.912 4.671  -0.858
H: 2.421 3.312 4.294  0.306
H: 0.657 3.495 4.418  0.323
H: 1.525 2.580 5.696  0.275
S: 1.426 1.563 3.578  -0.016
C: -0.425 1.041 4.317  -0.638
C: -0.956 -0.180 3.700  -1.029
N: -0.770 -0.328 2.213  -0.264
C: -0.189 -1.240 1.454  0.545
O: 0.241 -2.175 1.801  -0.464
C: -0.352 -1.040 0.037  0.437
C: 0.829 -1.493 -0.717  -1.315
C: 0.985 -1.000 -2.245  -0.666
C: -0.218 -0.429 -2.826  0.272
C: -1.065 0.109 -2.029  0.519
C: -1.358 -0.026 -0.610  -1.613
H: -2.096 0.433 -0.176  0.716
H: -2.031 0.810 -2.456  0.030
C: -0.111 -0.181 -4.394  2.285
C: -1.539 -0.569 -4.917  -1.352
H: -1.417 -1.662 -4.751  0.368
H: -2.465 -0.104 -4.406  0.262
H: -1.489 -0.469 -6.002  0.448
C: 0.888 -0.665 -4.951  -2.532
H: 2.176 -0.568 -4.597  0.312
H: 1.026 -0.467 -6.161  0.207
H: 1.093 -1.602 -4.983  0.841
C: -0.061 1.311 -4.503  -1.306
H: -0.088 1.808 -5.478  0.410
H: -0.943 2.039 -4.090  0.234
H: 0.880 1.736 -4.016  0.306
H: 1.770 -1.557 -2.727  0.307
H: 1.477 -2.024 -0.377  0.820
H: -1.106 0.722 1.794  0.292
H: -1.822 -0.572 4.035  0.573
H: -0.258 -1.358 3.862  0.261
H: -0.168 0.740 5.327  0.411
H: -1.377 1.810 4.069  0.295

Forces on atoms 1 to 6 (eV/Å):
7.571 -2.105 0.418
-1.750 0.398 1.282
-4.113 3.705 -0.803
-0.409 0.415 0.133
-3.954 -2.213 0.241
-0.171 0.931 -2.250